(1)
DFT (ωB97M-V/def2-TZVPD) results for 13 unconnected molecules or ions with the total composition C23H72N8O13 at a distorted geometry.

Values from the calculation:
Gap between HOMO and LUMO   7.99 eV
Spin multiplicity   1
Electronic energy   -2335.3045 a.u.
ΔE to the lowest compared entry with this formula, charge and spin   383.3 kJ/mol
LUMO   -0.0022 hartree

```
116
C23H72N8O13 | OMol25 | ωB97M-V/def2-TZVPD
C 16.86 -1.46 19.16
O 15.46 -1.74 18.98
H 17.45 -2.39 19.29
H 17.03 -0.79 19.98
H 17.09 -1.11 18.18
H 15.17 -1.47 18.07
C 14.18 -5.89 14.80
O 14.09 -7.29 14.79
H 13.66 -5.39 13.88
H 15.22 -5.52 14.79
H 13.83 -5.41 15.71
H 14.44 -7.69 13.99
C 13.99 0.70 13.97
O 14.29 0.12 12.75
H 13.24 0.15 14.47
H 13.39 1.66 13.85
H 14.95 0.86 14.48
H 13.75 0.45 12.06
C 14.00 3.20 16.26
O 14.87 3.50 15.23
H 13.01 3.64 16.06
H 14.33 3.39 17.20
H 13.91 2.10 16.14
H 14.97 4.45 15.19
C 10.36 1.40 15.94
O 11.68 1.19 16.36
N 9.56 0.52 15.42
N 9.73 2.53 16.25
H 10.16 -0.28 15.16
H 8.65 0.71 15.05
H 10.31 3.23 16.68
H 8.71 2.57 16.27
C 12.25 -1.82 18.39
O 12.51 -2.42 19.60
N 12.44 -0.58 18.13
N 11.98 -2.50 17.29
H 12.80 -0.14 18.97
H 11.98 -0.10 17.29
H 12.18 -3.52 17.26
H 11.70 -1.99 16.36
C 11.79 -2.81 14.05
O 11.40 -1.78 14.92
N 12.66 -2.62 13.14
N 11.42 -4.04 14.06
H 13.04 -1.68 13.11
H 13.27 -3.40 12.80
H 10.69 -4.26 14.82
H 11.61 -4.84 13.38
C 15.33 -1.26 15.98
O 16.46 -1.02 15.21
N 14.90 -0.41 16.83
N 14.63 -2.33 15.84
H 15.48 0.41 16.71
H 13.95 -0.38 17.17
H 13.68 -2.50 16.18
H 14.95 -2.91 15.03
C 17.59 3.31 17.80
C 17.60 2.20 16.76
C 18.45 1.02 17.31
O 16.49 1.80 16.50
H 18.46 3.98 17.63
H 17.49 2.93 18.86
H 16.68 3.93 17.58
H 18.06 2.54 15.81
H 18.39 0.18 16.60
H 18.16 0.67 18.36
H 19.53 1.34 17.36
H 16.01 2.45 15.96
C 17.42 1.74 12.83
C 17.75 3.17 12.93
C 19.14 3.50 13.34
O 17.56 3.90 11.91
H 16.59 1.52 12.23
H 17.14 1.30 13.77
H 18.28 1.26 12.40
H 17.05 3.59 13.74
H 19.88 3.41 12.63
H 19.43 2.77 14.16
H 19.10 4.57 13.79
H 16.58 3.97 11.76
C 19.19 -4.84 17.64
C 19.13 -3.60 16.74
C 17.87 -3.64 15.91
O 19.20 -2.55 17.33
H 18.62 -5.65 17.15
H 18.79 -4.63 18.58
H 20.14 -5.29 17.91
H 20.01 -3.64 16.01
H 17.01 -3.60 16.42
H 17.87 -4.52 15.23
H 17.88 -2.85 15.10
H 19.98 -2.50 17.88
C 15.19 -3.86 11.44
C 16.14 -3.34 12.53
C 17.11 -2.22 12.10
O 15.66 -3.07 13.57
H 14.85 -4.90 11.65
H 15.72 -4.11 10.54
H 14.54 -3.11 11.12
H 16.70 -4.15 12.80
H 17.81 -2.64 11.39
H 17.76 -1.86 12.97
H 16.78 -1.29 11.76
H 16.03 -2.21 13.80
C 14.82 1.53 19.42
C 14.50 0.91 20.74
C 13.79 1.98 21.48
O 13.76 -0.12 20.73
H 15.15 2.55 19.52
H 13.88 1.44 18.80
H 15.63 1.10 18.87
H 15.40 0.61 21.27
H 12.87 2.32 21.03
H 14.40 2.86 21.56
H 13.55 1.75 22.49
H 14.21 -0.87 20.29
```


(2)
DFT (ωB97M-V/def2-TZVPD) results for 23 unconnected molecules or ions with the total composition C23H92N46O23 at a distorted geometry.

Values from the calculation:
Gap between HOMO and LUMO   7.60 eV
Spin multiplicity   1
Electronic energy   -5181.8504 a.u.
ΔE to the lowest compared entry with this formula, charge and spin   459.2 kJ/mol
LUMO   -0.0246 hartree

```
184
C23H92N46O23 | OMol25 | ωB97M-V/def2-TZVPD
C 6.79 -0.50 -0.25
O 6.54 -0.41 -1.44
N 8.06 -0.81 0.24
N 5.84 -0.27 0.71
H 8.36 -0.76 1.20
H 8.77 -0.83 -0.48
H 4.87 -0.22 0.41
H 6.09 -0.41 1.67
C 1.99 -0.15 2.91
O 1.62 0.86 2.18
N 2.98 0.00 3.88
N 1.45 -1.39 2.77
H 3.51 0.87 3.94
H 3.30 -0.84 4.33
H 1.63 -2.11 3.46
H 0.67 -1.63 2.17
C -2.00 2.07 6.28
O -2.92 1.74 5.59
N -0.84 2.83 5.86
N -1.82 1.69 7.64
H -0.65 3.07 4.89
H -0.16 3.06 6.56
H -2.61 1.25 8.10
H -1.22 2.13 8.33
C -1.83 0.48 -7.58
O -1.61 0.24 -8.73
N -1.91 -0.55 -6.55
N -2.10 1.82 -7.08
H -1.52 -1.46 -6.73
H -1.82 -0.16 -5.62
H -2.17 1.96 -6.09
H -1.93 2.52 -7.77
C 5.09 2.58 2.86
O 4.14 2.50 3.72
N 4.98 2.19 1.56
N 6.38 3.05 3.30
H 5.68 2.38 0.85
H 4.14 1.89 1.09
H 6.73 3.44 4.16
H 7.05 3.25 2.56
C -3.83 2.62 2.39
O -4.93 2.39 2.86
N -3.62 3.69 1.48
N -2.67 1.86 2.56
H -4.34 4.38 1.36
H -2.68 4.00 1.25
H -2.65 1.08 3.20
H -1.76 2.16 2.26
C -2.74 2.14 -3.33
O -2.53 1.35 -4.22
N -1.78 2.75 -2.56
N -4.03 2.53 -2.94
H -1.98 3.57 -2.02
H -0.80 2.68 -2.78
H -4.86 2.01 -3.18
H -4.17 3.14 -2.15
C 2.17 -2.12 -6.02
O 2.71 -1.61 -4.96
N 0.83 -2.30 -6.18
N 2.95 -2.46 -7.08
H 0.56 -2.97 -6.89
H 0.16 -2.33 -5.40
H 2.48 -2.76 -7.92
H 3.95 -2.40 -7.07
C -5.17 -4.77 -4.60
O -6.26 -5.36 -4.47
N -4.91 -3.55 -3.96
N -4.13 -5.23 -5.37
H -4.03 -3.06 -4.02
H -5.60 -3.18 -3.33
H -3.24 -4.77 -5.31
H -4.23 -6.11 -5.84
C 1.42 -0.80 6.77
O 0.85 -1.45 5.92
N 2.59 -1.28 7.37
N 1.01 0.44 7.20
H 3.06 -0.84 8.15
H 3.02 -2.17 7.17
H 1.45 1.00 7.91
H 0.07 0.70 6.94
C -5.13 -2.93 4.12
O -4.03 -3.32 4.48
N -6.32 -3.52 4.51
N -5.27 -1.88 3.24
H -7.20 -3.07 4.31
H -6.18 -4.24 5.20
H -4.41 -1.52 2.85
H -6.05 -1.81 2.63
C 0.97 6.86 -1.01
O 0.93 7.10 -2.20
N -0.16 6.31 -0.29
N 2.06 7.09 -0.16
H -0.11 5.76 0.55
H -0.99 6.10 -0.82
H 2.92 7.52 -0.44
H 2.05 6.99 0.85
C -1.81 -2.59 -3.54
O -1.27 -2.80 -4.64
N -2.81 -1.67 -3.34
N -1.54 -3.35 -2.40
H -2.87 -0.94 -4.03
H -3.10 -1.32 -2.45
H -0.69 -3.89 -2.42
H -1.94 -3.08 -1.50
C 0.64 4.42 2.90
O -0.52 3.92 2.70
N 0.89 5.84 2.98
N 1.79 3.66 3.03
H 1.80 6.23 3.19
H 0.13 6.50 3.12
H 2.68 4.08 3.25
H 1.85 2.65 2.86
C 3.21 -2.40 -1.04
O 3.52 -3.57 -0.71
N 2.65 -1.45 -0.13
N 3.30 -1.91 -2.35
H 2.49 -0.48 -0.40
H 2.62 -1.69 0.85
H 3.36 -0.92 -2.52
H 3.63 -2.47 -3.12
C -0.30 0.10 -0.48
O -0.88 -0.33 -1.51
N 0.68 1.08 -0.50
N -0.61 -0.32 0.83
H 1.03 1.23 -1.43
H 1.21 1.20 0.35
H -0.19 0.17 1.60
H -1.41 -0.93 0.93
C -2.34 -5.82 2.11
O -1.85 -6.56 1.27
N -3.72 -5.66 2.26
N -1.65 -5.04 3.05
H -4.29 -6.14 1.57
H -4.15 -4.96 2.85
H -0.67 -5.16 3.22
H -2.17 -4.52 3.75
C -1.73 -3.86 6.83
O -2.57 -4.66 7.14
N -1.71 -3.04 5.67
N -0.53 -3.61 7.59
H -1.10 -2.24 5.62
H -2.64 -2.94 5.27
H 0.19 -3.01 7.21
H -0.41 -4.22 8.38
C 0.74 -5.91 -1.42
O 1.02 -5.78 -2.65
N -0.16 -6.86 -0.85
N 1.32 -5.08 -0.41
H -0.48 -6.95 0.10
H -0.67 -7.53 -1.40
H 0.85 -4.97 0.48
H 2.03 -4.39 -0.61
C 3.88 1.86 -1.91
O 3.32 0.94 -1.34
N 3.33 3.12 -2.21
N 5.25 1.78 -2.27
H 3.67 3.68 -2.98
H 2.31 3.10 -2.21
H 5.68 2.53 -2.77
H 5.82 0.94 -2.19
C -4.38 -0.86 -0.34
O -3.67 -1.79 -0.72
N -4.18 0.50 -0.57
N -5.54 -1.08 0.41
H -3.30 0.93 -0.86
H -4.81 1.19 -0.18
H -6.09 -1.92 0.29
H -6.23 -0.42 0.72
C 1.30 1.10 -4.08
O 0.85 2.22 -3.60
N 2.20 1.04 -5.10
N 0.90 -0.10 -3.55
H 2.70 0.18 -5.32
H 2.74 1.84 -5.40
H 0.15 -0.20 -2.88
H 1.43 -0.92 -3.83
C 0.90 5.18 -5.36
O 1.10 4.44 -6.33
N 1.17 6.62 -5.56
N 0.52 4.78 -4.12
H 0.71 7.29 -4.96
H 1.29 6.87 -6.54
H 0.58 5.47 -3.38
H 0.56 3.79 -3.91
```